Record 1
Computed, not measured: a molecular structure, C22H43N2P3STc at a distorted geometry, with wB97M-V/def2-TZVPD.

Computed properties:
LUMO energy (alpha / beta) in eV: -13.15 / -14.83
Largest force on an atom in eV Å⁻¹: 3.573
ΔE to the lowest compared entry with this formula, charge and spin in kcal/mol: 101.2
Spin multiplicity: 4
Net charge: +4
Total energy in eV: -67348.0451

Geometry as XYZ:
```
72
C22H43N2P3STc, DFT wB97M-V/def2-TZVPD
Tc 0.08 -0.10 -1.45
P 1.73 0.55 0.05
P -1.69 1.22 -0.55
P 0.76 1.51 -2.89
H -1.06 -2.49 -0.59
C -0.14 -2.57 -1.18
C 1.06 -2.07 -0.64
H 1.14 -2.16 0.44
C 2.32 -0.34 1.55
C 1.39 2.19 0.84
C 3.40 0.79 -0.65
C -3.19 0.44 -1.28
C -2.42 1.44 1.12
C -1.84 2.98 -1.06
C 2.17 0.88 -3.88
C 1.30 3.24 -2.55
C -0.47 1.85 -4.20
H -0.10 -3.42 -1.87
H 2.03 -2.15 -1.17
H 1.94 -1.35 1.67
H 2.08 0.22 2.46
H 3.41 -0.43 1.52
H 0.47 2.17 1.44
H 1.34 3.00 0.11
H 2.24 2.39 1.51
H 3.70 -0.03 -1.30
H 4.12 0.81 0.18
H 3.54 1.73 -1.19
H -4.01 1.16 -1.23
H -3.45 -0.44 -0.67
H -3.04 0.12 -2.32
H -3.31 2.09 1.04
H -1.72 1.93 1.81
H -2.75 0.48 1.54
H -2.71 3.40 -0.54
H -1.99 3.08 -2.14
H -0.95 3.53 -0.74
H 1.94 0.99 -4.95
H 2.39 -0.17 -3.68
H 3.07 1.46 -3.68
H 1.53 3.71 -3.52
H 2.19 3.28 -1.92
H 0.52 3.83 -2.05
H -0.15 1.39 -5.13
H -0.54 2.93 -4.36
H -1.47 1.47 -3.97
C -0.73 -2.81 -4.78
C -1.82 -2.59 -5.62
C -1.91 -3.29 -6.82
C -0.89 -4.20 -7.17
C 0.09 -4.55 -6.23
C 0.18 -3.84 -5.02
S -0.31 -1.41 -3.50
H -1.51 -1.08 -2.84
H -2.53 -1.81 -5.35
H -2.73 -3.10 -7.51
H -0.88 -4.66 -8.17
H 0.78 -5.36 -6.46
H 0.97 -4.08 -4.30
N -1.43 -3.44 1.74
C -1.23 -2.39 2.61
C -1.74 -2.47 3.93
C -1.51 -1.41 4.81
C -0.89 -0.26 4.32
C -0.50 -0.26 2.98
N -0.63 -1.29 2.13
H -0.70 -3.60 1.05
H -1.87 -4.29 2.08
H -2.28 -3.37 4.19
H -1.79 -1.50 5.85
H -0.65 0.59 4.95
H 0.00 0.63 2.59
```

***

Record 2
Computed, not measured: 4 unconnected molecules or ions with the total composition C10H30N2O4 at a distorted geometry, with wB97M-V/def2-TZVPD.

Computed properties:
LUMO energy in eV: 0.59
Largest force on an atom in eV Å⁻¹: 11.521
ΔE to the lowest compared entry with this formula, charge and spin in kcal/mol: 176.9
Spin multiplicity: 1
Net charge: 0
SMILES: COC[C@H](C)N.COC[C@H](C)N.CO.CO
Total energy in eV: -22017.5977

Geometry as XYZ:
```
46
C10H30N2O4, DFT wB97M-V/def2-TZVPD
C 2.71 3.14 -1.27
C 1.83 2.61 -2.36
C 1.86 1.13 -2.82
O 3.16 0.89 -3.31
C 3.34 -0.37 -4.08
N 0.51 2.85 -1.95
H 2.69 4.18 -1.07
H 3.61 3.05 -1.74
H 2.57 2.52 -0.53
H 1.78 3.04 -3.15
H 1.00 1.03 -3.35
H 1.95 0.40 -2.01
H 2.77 -0.38 -5.06
H 3.11 -1.38 -3.77
H 4.39 -0.35 -4.68
H 0.34 2.16 -1.20
H -0.14 2.80 -2.58
C -1.65 -1.95 2.79
C -0.12 -1.79 2.46
C 0.72 -2.91 3.09
O 0.70 -2.76 4.51
C 1.50 -3.66 5.19
N 0.11 -1.92 0.93
H -2.02 -2.93 2.19
H -2.16 -0.91 2.64
H -1.82 -2.09 3.80
H 0.16 -0.71 2.70
H 1.64 -3.03 2.74
H 0.14 -3.93 3.07
H 1.55 -4.69 4.97
H 1.36 -3.51 6.22
H 2.43 -3.27 5.27
H -0.05 -2.88 0.78
H 1.13 -1.78 0.61
C -5.08 2.48 -0.79
O -5.69 3.47 -1.39
H -4.88 1.80 -1.54
H -5.83 1.95 -0.19
H -4.11 2.57 -0.20
H -5.08 4.20 -1.57
C -2.05 0.26 -0.71
O -0.59 0.43 -0.53
H -2.30 -0.71 -1.09
H -2.47 1.32 -1.12
H -2.70 0.04 0.30
H -0.32 -0.42 -0.19
```

***

Record 3
Computed, not measured: a molecular structure, C12H18B3F12K3O9 at a distorted geometry, with wB97M-V/def2-TZVPD.

Computed properties:
LUMO energy (alpha / beta) in eV: -3.57 / -10.78
Largest force on an atom in eV Å⁻¹: 6.294
ΔE to the lowest compared entry with this formula, charge and spin in kcal/mol: 0.0
Spin multiplicity: 2
Net charge: +1
Total energy in eV: -114791.1032

Geometry as XYZ:
```
57
C12H18B3F12K3O9, DFT wB97M-V/def2-TZVPD
K 0.07 3.79 -0.55
K -4.09 1.44 0.12
K -1.14 2.14 4.02
B -4.22 2.07 3.10
F -3.78 2.33 4.39
F -5.66 2.12 2.99
F -3.76 3.05 2.26
F -3.57 0.93 2.70
B -0.74 0.79 0.30
F -1.30 1.65 1.23
F 0.48 1.25 -0.05
F -0.74 -0.45 0.83
F -1.60 0.77 -0.80
B 0.18 5.05 2.51
F -0.77 4.16 2.05
F -0.56 6.20 2.89
F 0.86 4.45 3.55
F 1.08 5.35 1.52
C 5.11 0.02 -3.09
C 4.81 1.55 -3.14
C 3.59 1.94 -3.90
O 2.74 2.37 -2.84
C 3.36 2.44 -1.67
O 2.90 2.90 -0.64
O 4.54 1.90 -1.76
H 4.18 -0.43 -2.74
H 5.79 -0.20 -2.27
H 5.39 -0.42 -4.05
H 5.71 1.98 -3.58
H 3.09 1.28 -4.61
H 3.90 2.79 -4.51
C -3.40 -2.63 2.42
C -2.06 -3.41 2.50
C -0.85 -2.65 3.13
O -0.49 -3.37 4.22
C -1.39 -4.38 4.50
O -1.43 -5.05 5.55
O -2.24 -4.52 3.34
H -4.14 -3.19 1.85
H -3.37 -1.79 1.72
H -3.78 -2.30 3.39
H -1.66 -3.77 1.55
H -1.13 -1.65 3.50
H -0.05 -2.51 2.41
C -1.22 -0.91 -3.23
C 0.00 -1.32 -2.45
C -0.03 -2.62 -1.74
O 1.27 -3.13 -1.99
C 1.76 -2.57 -3.06
O 2.71 -2.98 -3.70
O 0.97 -1.58 -3.40
H -1.69 -1.80 -3.63
H -0.94 -0.22 -4.03
H -1.98 -0.46 -2.59
H 0.31 -0.52 -1.78
H -0.76 -3.36 -2.08
H -0.25 -2.53 -0.68
```

***

Record 4
Computed, not measured: a molecular structure, C42H50N5O3P2S2Y at a distorted geometry, with wB97M-V/def2-TZVPD.

Computed properties:
LUMO energy in eV: 0.44
Largest force on an atom in eV Å⁻¹: 1.216
ΔE to the lowest compared entry with this formula, charge and spin in kcal/mol: 0.0
Spin multiplicity: 1
Net charge: 0
Total energy in eV: -99254.9780

Geometry as XYZ:
```
105
C42H50N5O3P2S2Y, DFT wB97M-V/def2-TZVPD
Y 0.25 -0.14 1.47
O 0.35 -0.12 -0.88
C 1.22 0.69 -1.42
C 2.24 0.22 -2.28
C 3.18 1.08 -2.82
C 3.13 2.46 -2.57
C 2.12 2.95 -1.79
C 1.17 2.10 -1.20
C 0.06 2.66 -0.47
N -0.74 1.95 0.24
C -2.01 2.51 0.67
C -2.75 1.40 1.38
N -1.88 0.95 2.45
C -2.21 1.31 3.63
C -1.42 1.18 4.83
C -1.94 1.68 6.04
C -1.19 1.75 7.18
C 0.15 1.35 7.12
C 0.69 0.84 5.96
C -0.09 0.70 4.78
O 0.41 0.14 3.72
H 2.25 -0.84 -2.51
H 3.97 0.68 -3.44
H 3.87 3.12 -3.00
H 2.04 4.02 -1.61
H -0.15 3.73 -0.62
H -2.60 2.85 -0.18
H -1.87 3.36 1.36
H -2.90 0.59 0.67
H -3.72 1.74 1.74
H -3.17 1.81 3.77
H -2.97 2.04 6.04
H -1.61 2.14 8.10
H 0.78 1.43 8.00
H 1.73 0.54 5.90
S 4.99 -0.62 0.97
C 4.78 0.84 1.83
C 3.47 1.13 2.02
C 2.55 0.18 1.46
C 3.26 -0.84 0.87
C 2.70 -1.98 0.13
C 3.47 -2.78 -0.72
C 2.87 -3.78 -1.45
C 1.49 -3.95 -1.36
C 0.80 -3.14 -0.49
N 1.38 -2.20 0.27
H 5.65 1.40 2.16
H 3.15 2.03 2.55
H 4.53 -2.59 -0.81
H 3.46 -4.41 -2.11
H 0.97 -4.69 -1.95
H -0.27 -3.24 -0.38
C -3.49 -1.73 2.98
P -1.88 -2.26 2.28
C -2.45 -3.68 1.27
C -1.25 -3.14 3.77
C 0.11 -3.82 3.54
P 1.43 -2.57 3.22
C 1.97 -2.23 4.94
C 2.77 -3.73 2.74
H -4.05 -2.61 3.31
H -4.08 -1.19 2.23
H -3.32 -1.07 3.83
H -3.15 -4.30 1.84
H -1.61 -4.30 0.95
H -2.96 -3.31 0.37
H -2.01 -3.85 4.09
H -1.15 -2.38 4.56
H 0.06 -4.47 2.66
H 0.38 -4.44 4.40
H 2.28 -3.15 5.44
H 1.16 -1.76 5.51
H 2.81 -1.54 4.91
H 2.87 -4.52 3.49
H 3.72 -3.18 2.68
H 2.57 -4.18 1.77
C -0.69 4.58 -3.67
C -1.94 4.00 -4.34
C -2.59 2.90 -3.53
N -1.70 1.76 -3.45
C -2.00 0.59 -2.88
S -3.38 0.29 -2.01
N -1.02 -0.40 -3.05
C -0.28 -0.75 -4.17
O 0.61 -1.57 -4.08
C -0.62 -0.11 -5.48
C 0.43 0.40 -6.24
C 0.17 1.01 -7.46
C -1.13 1.08 -7.94
C -2.18 0.54 -7.19
C -1.92 -0.05 -5.96
H -0.31 5.44 -4.23
H 0.13 3.86 -3.60
H -0.92 4.92 -2.65
H -1.68 3.61 -5.34
H -2.67 4.79 -4.49
H -3.53 2.58 -3.97
H -2.83 3.25 -2.52
H -0.78 1.85 -3.86
H -0.71 -0.84 -2.19
H 1.44 0.32 -5.86
H 0.99 1.41 -8.05
H -1.34 1.55 -8.89
H -3.19 0.58 -7.57
H -2.73 -0.47 -5.38
```